Computed, not measured: a structure of composition C13H8NO13OsS4 in a non-equilibrium geometry, with ωB97M-V/def2-TZVPD.

Positions of all 40 atoms, in Å:
O1 5.1606 3.9060 -1.2129
O2 -3.4532 0.1204 -2.1039
H1 5.4695 -1.5328 -1.8241
C1 -2.8630 -2.7646 -0.0056
C2 -4.2708 -0.7095 1.2261
O3 -0.7072 -0.2600 -1.4277
H2 -4.6158 -3.9578 0.3332
O4 -2.2530 0.6028 1.3393
C3 -2.9604 -0.4282 0.6979
H3 -4.7899 0.0961 1.7186
C4 -4.1602 -2.9859 0.4440
C5 4.3967 1.4244 -0.6686
H4 1.4550 -0.0905 -1.3904
C6 2.2670 2.4369 -0.2637
O5 0.2237 -0.7679 0.6871
O6 -2.1448 0.8468 3.8458
O7 -1.2155 -1.1309 2.8598
O8 5.3409 3.2114 1.1108
O9 0.9911 2.4616 -0.2818
C7 4.7881 -0.7453 -1.5318
H5 3.0347 -1.8530 -2.0623
H6 -5.8211 -2.1241 1.4948
C8 3.4180 -0.9297 -1.6563
C9 -2.2485 -1.5530 0.1753
H7 -2.2898 -3.5558 -0.4632
O10 -0.1012 -2.5827 -0.9021
S1 -0.5901 -1.3226 -0.4109
O11 -2.1267 1.8867 -0.9417
O12 -0.1967 1.1299 2.4489
C10 -4.8412 -1.9441 1.0788
O13 -4.4795 1.5846 -0.4626
C11 3.0254 1.2325 -0.7464
C12 2.5158 0.0548 -1.2705
C13 5.2964 0.4568 -1.0476
N1 3.0068 3.4402 0.0810
S2 -3.2844 0.9092 -0.9139
S3 4.6258 3.1239 -0.1305
S4 -1.3611 0.2822 2.7935
H8 6.3585 0.6414 -0.9825
Os1 -0.6001 1.3899 0.3656

The energy above the lowest of the compared OMol25 structures with the same formula, charge and spin is 3.1275 eV. As for the total charge: -1. As for the total energy: -87524.189 eV. The value obtained for the LUMO energy (alpha / beta) is 0.059 / 0.003 Ha. Its spin multiplicity is 5. For the orbital gap (alpha / beta), the calculation gives 0.275 / 0.256 Eh. The expectation value of S² is 6.052.